## i
ORCA calculation (the ωB97M-V functional and the def2-TZVPD basis) on the ion C4H10N with charge +1.

Output
Orbital gap, eV: 9.70

```
! wB97M-V def2-TZVPD RIJCOSX def2/J DEFGRID3
* xyz 1 1
C 1.553 1.744 0.491
N 0.742 0.638 0.787
C -0.645 0.460 0.263
C -0.771 -0.556 -0.956
C -0.767 -2.064 -0.559
H 1.118 2.725 0.064
H 2.539 1.856 0.990
H 1.152 -0.255 1.177
H -1.305 0.249 1.221
H -0.790 1.527 -0.104
H -1.641 -0.283 -1.574
H -0.034 -0.487 -1.661
H -1.829 -2.453 -0.533
H -0.522 -2.068 0.502
H -0.106 -2.778 -1.027
*
```



## ii
ORCA calculation (the ωB97M-V functional and the def2-TZVPD basis) on a cluster of 2 separate species, C4H10N in total.

Output
Orbital gap, eV: 6.08

```
! wB97M-V def2-TZVPD RIJCOSX def2/J DEFGRID3
* xyz 1 1
C 1.496 1.116 -2.740
C 1.487 0.375 -3.849
H 2.088 2.029 -2.720
H 1.118 0.769 -1.793
H 2.298 0.551 -4.550
H 0.696 -0.310 -4.129
C -0.613 -1.238 1.464
C -1.854 0.246 2.992
N -0.797 -0.419 2.689
H -1.420 -1.922 1.262
H -0.466 -0.511 0.668
H 0.347 -1.725 1.609
H -2.618 0.169 2.228
H -1.850 0.909 3.843
H 0.088 -0.038 3.025
*
```



Which of them is most stable, and which least? Most stable: i; least stable: ii.



## i
ORCA calculation (the ωB97M-V functional and the def2-TZVPD basis) on the molecule CH5N3.

Output
Orbital gap, eV: 10.15

```
! wB97M-V def2-TZVPD RIJCOSX def2/J DEFGRID3
* xyz 0 1
H 1.031 1.729 -0.805
N 0.658 1.046 -1.616
C 0.074 0.146 -0.940
N 0.026 0.218 0.442
N -0.527 -0.725 1.237
H -0.354 -0.756 -1.455
H 0.762 0.789 0.906
H -0.102 -1.684 1.192
H -1.569 -0.763 1.039
*
```



## ii
ORCA calculation (the ωB97M-V functional and the def2-TZVPD basis) on a cluster of 2 separate species, CH5N3 in total.

Output
Orbital gap, eV: 8.93

```
! wB97M-V def2-TZVPD RIJCOSX def2/J DEFGRID3
* xyz 0 1
C -1.611 0.405 -0.341
N 1.841 -0.308 0.002
N 1.426 0.808 -0.006
N -0.822 -0.211 0.434
H -1.457 0.285 -1.389
H -2.556 0.875 -0.119
H 2.385 -0.805 -0.853
H 1.701 -1.064 0.860
H -0.908 0.016 1.412
*
```



Which of them is most stable, and which least? Most stable: i; least stable: ii.